No. 1
This record from OMol25 describes the ion C11H18NO with charge +1. The level of theory is ωB97M-V/def2-TZVPD.

```
! wB97M-V def2-TZVPD RIJCOSX def2/J DEFGRID3
* xyz 1 1
C 2.388 -1.796 1.234
C 2.500 -0.666 0.170
C 2.188 -1.164 -1.273
C 1.650 0.614 0.566
C 2.449 1.833 0.000
C 0.279 0.461 -0.094
O -0.755 1.322 0.555
C -1.954 0.841 0.239
C -2.405 0.727 -1.073
C -3.649 0.195 -1.364
C -4.455 -0.237 -0.283
C -3.985 -0.084 0.979
N -2.768 0.447 1.223
H 3.365 -2.235 1.469
H 1.661 -2.546 0.890
H 2.027 -1.360 2.181
H 3.556 -0.359 0.146
H 2.044 -0.313 -1.957
H 1.283 -1.787 -1.231
H 3.024 -1.736 -1.699
H 1.603 0.689 1.661
H 3.486 1.730 0.350
H 2.403 1.759 -1.095
H 2.090 2.793 0.391
H 0.372 0.822 -1.127
H -0.095 -0.572 -0.060
H -1.779 1.063 -1.898
H -3.972 0.133 -2.402
H -5.426 -0.677 -0.498
H -4.619 -0.428 1.796
H -2.505 0.531 2.203
*
```

Values from the calculation:
- SMILES = CC(C)[C@@H](C)COc1cccc[nH+]1
- HOMO (eV) = -13.66
- frontier orbital gap (eV) = 9.3414
- energy relative to the best compared isomer or geometry (same formula, charge and spin) (eV) = 0.000

=====

No. 2
This record from OMol25 describes a cluster of 3 separate species, C11H18NO8S in total. The level of theory is ωB97M-V/def2-TZVPD.

```
! wB97M-V def2-TZVPD RIJCOSX def2/J DEFGRID3
* xyz -1 1
N 5.199 -0.969 -2.071
C 4.026 -0.304 -2.553
O 3.806 -0.214 -3.735
C 3.098 0.227 -1.467
C 1.682 0.487 -1.973
S 0.765 -1.068 -1.843
O 0.129 -1.149 -0.539
O -0.180 -1.056 -2.952
O 1.741 -2.113 -2.083
H 5.202 -0.897 -1.059
H 5.047 -1.956 -2.258
H 3.541 1.146 -1.063
H 3.048 -0.502 -0.657
H 1.713 0.738 -3.031
H 1.177 1.277 -1.432
O -0.430 2.861 -1.116
C -1.517 2.374 -1.246
O -1.743 1.050 -1.329
C -3.128 0.804 -1.592
C -3.856 2.053 -1.120
C -2.823 3.138 -1.387
H -3.248 0.627 -2.663
H -3.441 -0.086 -1.051
H -4.810 2.213 -1.622
H -4.049 1.987 -0.047
H -2.892 3.529 -2.404
H -2.879 3.948 -0.666
O -1.623 0.799 3.438
C -1.013 -0.207 3.644
O -0.095 -0.320 4.644
C 0.546 -1.604 4.573
C -0.419 -2.492 3.806
C -1.083 -1.498 2.858
H 1.501 -1.486 4.056
H 0.735 -1.967 5.581
H 0.069 -3.324 3.301
H -1.165 -2.905 4.489
H -0.518 -1.377 1.927
H -2.114 -1.763 2.643
*
```

Values from the calculation:
- HOMO (eV) = -4.81
- frontier orbital gap (eV) = 7.6509

=====

No. 3
This record from OMol25 describes a cluster of 2 separate species, C11H18O in total. The level of theory is ωB97M-V/def2-TZVPD.

```
! wB97M-V def2-TZVPD RIJCOSX def2/J DEFGRID3
* xyz 0 1
C -1.992 0.380 0.582
C -2.887 1.494 1.103
C -0.500 0.612 0.656
C 0.331 0.107 1.641
C 0.083 1.390 -0.366
C 1.678 0.426 1.641
C 1.424 1.738 -0.380
C 2.203 1.271 0.687
O 3.524 1.615 0.685
H -2.155 -0.542 1.169
H -2.236 0.060 -0.420
H -3.786 1.595 0.495
H -0.099 -0.495 2.451
H -0.538 1.857 -1.114
H 2.371 0.127 2.435
H 1.760 2.325 -1.224
H 4.069 1.067 1.240
H -2.354 2.460 1.066
H -3.026 1.527 2.196
C -1.320 -2.649 -1.249
C -1.401 -1.566 -2.346
C -0.139 -3.551 -1.682
H -2.263 -3.181 -1.301
H -1.143 -2.305 -0.234
H -0.824 -1.907 -3.212
H -2.321 -1.201 -2.767
H -0.422 -4.096 -2.584
H 0.311 -4.226 -0.959
H -0.643 -0.804 -2.233
H 0.739 -2.948 -1.974
*
```

Values from the calculation:
- SMILES = CCc1ccc(O)cc1.CCC
- HOMO (eV) = -8.39
- frontier orbital gap (eV) = 9.2006
- energy relative to the best compared isomer or geometry (same formula, charge and spin) (eV) = 1.112

=====

No. 4
This record from OMol25 describes a cluster of 2 separate species, C11H18O in total. The level of theory is ωB97M-V/def2-TZVPD.

```
! wB97M-V def2-TZVPD RIJCOSX def2/J DEFGRID3
* xyz 1 2
C 1.107 2.128 -1.624
C 1.952 3.312 -1.391
C 1.124 1.829 -3.200
H 0.040 2.464 -1.477
H 1.207 1.175 -1.183
H 2.565 3.511 -2.416
H 1.408 4.219 -1.046
H 1.900 1.250 -3.499
H 0.882 3.010 -3.516
H 2.574 3.275 -0.538
H 0.210 1.593 -3.427
C 0.421 -2.894 -0.269
C 2.031 -2.535 -0.195
C -0.359 -1.785 0.302
C -0.083 -1.613 1.676
C -1.245 -1.038 -0.347
C -0.767 -0.557 2.373
C -1.818 0.108 0.220
C -1.573 0.368 1.561
O -2.215 1.425 2.158
H 0.140 -3.098 -1.217
H 0.329 -3.860 0.223
H 2.235 -1.488 -0.542
H 0.791 -2.133 2.125
H -1.489 -1.228 -1.443
H -0.680 -0.471 3.446
H -2.286 0.758 -0.509
H -1.782 1.707 2.947
H 2.458 -3.287 -0.809
H 2.485 -2.737 0.984
*
```

Values from the calculation:
- HOMO (alpha / beta) (eV) = -13.58 / -13.58
- expectation value of S² = 0.765
- frontier orbital gap (alpha / beta) (eV) = 9.6556 / 5.7515
- energy relative to the best compared isomer or geometry (same formula, charge and spin) (eV) = 3.390

=====

No. 5
This record from OMol25 describes a structure of composition C11H18OSi. The level of theory is ωB97M-V/def2-TZVPD.

```
! wB97M-V def2-TZVPD RIJCOSX def2/J DEFGRID3
* xyz 0 1
C 0.763 -0.705 0.539
C 1.112 -1.613 1.264
C 1.252 1.879 1.508
C -1.204 1.324 1.059
C 0.106 2.074 0.711
C -0.352 0.852 -0.005
C 1.660 -2.920 3.335
C -2.075 2.121 -2.253
C -1.769 -0.954 -1.821
C 0.677 0.672 -3.132
C 1.738 -2.774 1.862
O 2.356 2.359 1.514
Si -0.804 0.735 -2.009
H 1.182 1.061 2.254
H -1.180 0.911 2.066
H -2.141 1.906 0.946
H -0.103 3.055 0.468
H 1.863 -1.975 3.828
H 2.289 -3.692 3.755
H 0.706 -3.158 3.644
H -2.628 2.328 -1.372
H -1.498 3.016 -2.431
H -2.711 1.889 -3.072
H -2.686 -0.506 -1.325
H -2.150 -1.381 -2.787
H -1.449 -1.795 -1.300
H 0.497 1.422 -3.896
H 1.643 0.882 -2.723
H 0.735 -0.350 -3.699
H 1.322 -3.737 1.393
H 2.848 -2.924 1.678
*
```

Values from the calculation:
- HOMO (eV) = -8.93
- frontier orbital gap (eV) = 9.6044
- energy relative to the best compared isomer or geometry (same formula, charge and spin) (eV) = 7.153

=====

No. 6
This record from OMol25 describes a structure of composition C11H19AlBaFO4. The level of theory is ωB97M-V/def2-TZVPD.

```
! wB97M-V def2-TZVPD RIJCOSX def2/J DEFGRID3
* xyz 1 1
C 0.236 -2.486 0.683
C 0.963 -2.841 -0.541
C 1.650 -1.757 -1.524
O 1.178 -1.660 -2.678
O 2.613 -0.952 -1.144
C 1.940 0.382 -1.315
C 2.617 1.586 -0.671
C 2.616 1.644 0.890
C 1.488 0.883 1.629
C 0.061 1.528 1.670
C -0.962 0.504 1.057
Al -1.626 0.942 -0.809
F -0.986 -0.221 -2.046
C -3.649 0.611 -0.802
C -3.778 -0.769 -0.219
O -3.705 -1.765 -0.878
O -3.937 -0.891 1.168
H -0.895 -2.350 0.758
H 0.808 -2.381 1.613
H 0.996 -3.941 -0.807
H 0.910 0.255 -0.963
H 1.922 0.574 -2.398
H 3.686 1.557 -0.959
H 2.203 2.475 -1.165
H 2.502 2.717 1.132
H 3.591 1.364 1.316
H 1.821 0.850 2.683
H 1.387 -0.168 1.313
H 0.008 2.538 1.240
H -0.245 1.641 2.724
H -0.546 -0.553 1.146
H -1.856 0.515 1.712
H -1.238 2.444 -1.166
H -4.021 0.579 -1.836
H -4.199 1.360 -0.217
H -3.044 -1.071 1.488
Ba -0.509 -3.143 -2.080
*
```

Values from the calculation:
- HOMO (eV) = -11.65
- frontier orbital gap (eV) = 4.3038

=====

No. 7
This record from OMol25 describes a structure of composition C11H19Br12ClO2P. The level of theory is ωB97M-V/def2-TZVPD.

```
! wB97M-V def2-TZVPD RIJCOSX def2/J DEFGRID3
* xyz -1 1
C 2.696 -0.616 0.010
C 2.448 -0.722 -1.522
Cl 3.305 -2.255 -2.088
C 0.945 -0.786 -1.929
C 0.114 0.369 -1.221
C 0.005 1.618 -2.190
C 0.404 2.852 -1.297
O 0.241 4.085 -2.005
P -1.600 -0.248 -0.815
C -2.551 -0.618 -2.426
O -1.344 -1.714 0.080
H 2.593 -1.615 0.480
H 3.715 -0.194 0.157
H 1.995 0.063 0.530
H 2.913 0.151 -2.021
H 0.912 -0.594 -3.036
H 0.491 -1.792 -1.781
H -1.050 1.763 -2.509
H 0.727 1.540 -3.028
H -0.275 2.792 -0.412
H 1.446 2.662 -0.953
H 0.673 4.803 -1.545
H -3.513 -0.096 -2.351
H -2.676 -1.718 -2.542
H -1.969 -0.170 -3.266
H -1.245 -2.412 -0.580
C -3.103 1.831 3.114
Br -4.004 1.221 4.725
Br -2.561 0.367 1.967
Br -4.172 3.130 2.153
H -2.201 2.340 3.432
C -6.543 -0.719 -0.850
Br -7.701 -2.086 -0.107
Br -7.033 1.048 -0.227
Br -4.673 -1.096 -0.530
H -6.692 -0.729 -1.923
C 1.961 -4.133 3.118
Br 3.515 -4.192 1.965
Br 2.449 -3.759 4.956
Br 0.627 -2.899 2.462
H 1.518 -5.121 3.103
C 5.876 1.559 2.298
Br 4.267 2.557 1.904
Br 5.561 -0.349 2.253
Br 7.341 2.071 1.140
H 6.168 1.810 3.310
*
```

Values from the calculation:
- HOMO (eV) = -2.77
- frontier orbital gap (eV) = 4.5549

=====

Copy entry 1 word for word.
This record from OMol25 describes the ion C11H18NO with charge +1. The level of theory is ωB97M-V/def2-TZVPD.

```
! wB97M-V def2-TZVPD RIJCOSX def2/J DEFGRID3
* xyz 1 1
C 2.388 -1.796 1.234
C 2.500 -0.666 0.170
C 2.188 -1.164 -1.273
C 1.650 0.614 0.566
C 2.449 1.833 0.000
C 0.279 0.461 -0.094
O -0.755 1.322 0.555
C -1.954 0.841 0.239
C -2.405 0.727 -1.073
C -3.649 0.195 -1.364
C -4.455 -0.237 -0.283
C -3.985 -0.084 0.979
N -2.768 0.447 1.223
H 3.365 -2.235 1.469
H 1.661 -2.546 0.890
H 2.027 -1.360 2.181
H 3.556 -0.359 0.146
H 2.044 -0.313 -1.957
H 1.283 -1.787 -1.231
H 3.024 -1.736 -1.699
H 1.603 0.689 1.661
H 3.486 1.730 0.350
H 2.403 1.759 -1.095
H 2.090 2.793 0.391
H 0.372 0.822 -1.127
H -0.095 -0.572 -0.060
H -1.779 1.063 -1.898
H -3.972 0.133 -2.402
H -5.426 -0.677 -0.498
H -4.619 -0.428 1.796
H -2.505 0.531 2.203
*
```

Values from the calculation:
- SMILES = CC(C)[C@@H](C)COc1cccc[nH+]1
- HOMO (eV) = -13.66
- frontier orbital gap (eV) = 9.3414
- energy relative to the best compared isomer or geometry (same formula, charge and spin) (eV) = 0.000